Computed, not measured: one molecule with the formula C17H27NO2, with wB97M-V/def2-TZVPD.

The geometry in XYZ format:
```
47
Properties=species:S:1:pos:R:3:forces:R:3
H -3.642688 2.316402 -1.730783 -0.12 0.03 -0.07
H 6.300282 0.589471 0.685492 0.07 0.03 0.03
H -3.981769 -2.171269 -1.444853 -0.05 0.07 0.00
C 4.325983 -1.109218 -1.457774 0.00 -0.07 -0.09
C -3.652955 2.291169 -0.639534 0.35 -0.30 0.27
C 1.004758 -0.915747 1.400775 0.02 0.23 0.12
H -4.240695 -1.922524 0.286114 -0.09 0.01 0.00
H 2.198632 -1.198983 -1.367378 -0.12 -0.05 -0.05
H 0.783573 -1.636754 0.616194 -0.01 -0.12 -0.11
C -2.421317 -3.762090 1.225028 -0.02 -0.08 -0.24
C 1.656381 0.341248 0.821251 -0.16 -0.06 -0.09
H 1.805874 1.049289 1.642687 0.02 -0.05 -0.10
O -0.656975 1.743215 1.632818 -0.03 -0.12 0.47
C 3.093503 -0.800865 -0.911399 0.00 0.00 0.00
H 4.383173 -1.741402 -2.332404 0.00 -0.04 -0.06
H -3.803532 -4.302286 -0.322175 0.06 -0.04 -0.08
H -3.376961 0.749965 0.855562 -0.02 -0.02 -0.01
C 2.996134 0.010731 0.213064 0.00 0.12 0.09
C 5.401155 0.196732 0.233021 0.12 0.00 0.00
H -2.147773 -4.799523 1.403295 0.06 -0.07 0.10
H -2.465657 3.059130 1.002514 -0.02 0.09 -0.14
H -4.560020 2.784010 -0.289003 -0.06 0.04 -0.05
H -1.567339 -1.488621 -1.129064 0.03 -0.06 0.11
H -4.683335 0.418668 -0.313408 0.11 0.01 0.07
C -2.375375 -1.145270 -0.476024 -0.16 -0.28 0.04
C -2.978453 -3.599480 -0.184849 -0.13 0.16 0.16
H 1.671380 -1.384951 2.121197 0.03 -0.09 0.05
H -3.165814 -3.473612 1.963759 -0.05 0.04 0.13
C -0.435859 1.732915 0.439703 0.23 0.09 -0.64
C 4.165840 0.503832 0.776264 -0.05 0.00 0.01
H 0.345753 0.283485 -0.912314 0.00 -0.02 -0.11
H -1.978861 -1.003951 0.538622 0.07 -0.01 -0.06
H -2.443991 4.073962 -0.461116 -0.02 -0.05 0.13
H 0.083055 -0.644003 1.907773 -0.11 -0.04 0.05
C 5.484903 -0.611185 -0.887193 0.12 -0.01 -0.02
H 4.107654 1.135589 1.651464 -0.03 0.06 0.09
H -1.050761 2.236612 -1.436743 0.11 -0.11 0.12
O -2.761076 0.102730 -1.007005 -0.04 0.12 -0.19
C -2.437926 3.043097 -0.089901 -0.29 0.10 -0.01
C -3.495579 -2.189236 -0.466353 0.27 0.09 -0.12
C -3.668829 0.828036 -0.201240 -0.26 0.16 -0.05
H 1.314241 1.755848 -0.776067 -0.07 -0.03 -0.06
H -2.204880 -3.853048 -0.913381 -0.02 -0.06 -0.08
N -1.191971 2.412906 -0.454495 -0.06 0.30 -0.17
H 6.447573 -0.852324 -1.313641 0.07 -0.02 -0.03
C 0.741583 1.017745 -0.207806 0.16 -0.01 0.48
H -1.536028 -3.149117 1.370836 0.12 0.06 0.10
```
Forces are in eV/Å.

Computed properties:
SMILES	CCCCOCCCNC(=O)C[C@@H](C)c1ccccc1
electronic energy	-23652.90050	eV
relative energy (zero: lowest compared OMol25 entry of this formula, charge and spin)	7.1	kcal/mol

***

Computed, not measured: one molecule with the formula C17H27NO4, with wB97M-V/def2-TZVPD.

The geometry in XYZ format:
```
49
Properties=species:S:1:pos:R:3:forces:R:3
H -4.658180 2.965710 -0.003326 -0.04 0.01 -0.07
H 6.125222 -1.242143 1.144494 -0.05 -0.05 -0.04
H -3.132547 1.058502 1.825790 0.04 0.12 -0.02
H -0.138235 2.142044 -0.162009 -0.07 -0.07 -0.02
H 3.311990 -4.327573 -0.308234 0.03 0.04 -0.04
H -0.920055 3.966975 1.418208 0.05 -0.06 0.03
H -2.854938 4.989816 2.614857 -0.01 0.08 -0.06
C -3.505117 0.655179 -1.388830 0.01 0.04 -0.06
N -0.903154 1.547577 0.143504 0.13 0.11 -0.12
C -4.502581 2.449070 0.946120 0.14 -0.30 0.18
H -5.150148 4.139855 2.115667 -0.02 -0.04 0.09
O -3.496762 0.408871 -0.002723 0.03 -0.10 0.13
H -3.770601 -0.294248 -1.852620 0.00 0.07 -0.09
C -0.207128 -2.495541 -2.894239 -0.23 -0.01 -0.10
H -3.151835 4.877300 0.878765 0.00 0.07 -0.03
C 1.960224 -0.228872 0.991400 -0.09 -0.05 -0.03
O 3.597644 -2.557665 -1.357488 -0.37 0.58 0.04
C 0.666716 -0.230445 0.522010 0.26 -0.03 0.12
H -4.191398 2.958790 3.011107 -0.04 0.00 0.08
C 2.631091 -1.800502 -0.713484 0.28 -0.26 -0.04
H -4.250994 1.405727 -1.670378 -0.02 -0.01 -0.03
C -4.285712 3.475771 2.053504 -0.01 0.18 -0.25
H -2.518377 0.969195 -1.741886 -0.03 -0.01 -0.01
H -5.387717 1.844887 1.153475 -0.01 -0.02 -0.06
H 5.502422 -1.402158 -0.520624 0.02 -0.03 0.13
H -0.152044 -3.136237 -3.773574 -0.06 0.06 0.05
C 3.394043 -3.955941 -1.336854 -0.03 -0.33 0.04
H 2.248357 0.367820 1.842626 0.02 0.09 0.12
C -1.813236 3.374958 1.635590 -0.16 0.06 -0.33
C -3.022579 4.291518 1.792184 0.02 -0.11 0.29
H -2.276404 2.949153 -0.413812 -0.07 -0.01 0.07
C 5.296630 -1.600093 0.532514 0.41 -0.11 -0.12
H 5.180113 -2.676781 0.681907 0.00 0.05 -0.03
O 1.073613 -2.539272 -2.315293 0.44 0.14 0.28
H -1.242540 -0.028293 1.436538 0.04 0.02 0.09
C -0.408720 0.615375 1.146774 0.00 0.10 0.03
C 1.309327 -1.773129 -1.207433 -0.08 0.03 0.02
C 0.342270 -1.005294 -0.585439 0.00 -0.20 -0.21
C 2.953757 -1.012172 0.393492 -0.09 -0.05 -0.12
H 2.500625 -4.243358 -1.894244 0.10 0.01 0.05
C -3.282699 1.522006 0.843272 -0.06 0.28 -0.09
H -0.015172 1.111829 2.048190 -0.06 -0.13 -0.03
H -0.473981 -1.479753 -3.201069 0.00 -0.03 0.03
C -2.046921 2.371451 0.492377 -0.02 -0.12 0.19
H -0.672366 -0.975416 -0.943301 -0.14 -0.02 -0.13
H 4.274360 -4.388563 -1.810099 -0.03 -0.06 0.04
O 4.170745 -0.884937 0.989664 -0.33 0.06 -0.03
H -1.641725 2.833836 2.568419 0.07 -0.03 0.07
H -0.971371 -2.880802 -2.211647 0.02 0.04 -0.02
```
Forces are in eV/Å.

Computed properties:
SMILES	COc1cc(CN[C@@H]2CCCC[C@H]2OC)cc(OC)c1OC
electronic energy	-27745.49826	eV
relative energy (zero: lowest compared OMol25 entry of this formula, charge and spin)	65.0	kcal/mol